Density functional theory data (the ωB97M-V functional and the def2-TZVPD basis) for one molecule with the formula C23H25N3O3S.

The geometry in ORCA input format:
```
! wB97M-V def2-TZVPD RIJCOSX def2/J DEFGRID3
* xyz 0 1
C -0.9218 -4.6890 0.3488
C -0.5634 -3.4266 1.1350
C 0.0211 -2.3808 0.2385
C 1.3673 -2.2658 0.0436
C 1.8952 -1.2864 -0.8253
C 3.2728 -1.1715 -1.0742
C 3.7371 -0.1929 -1.9091
C 2.8406 0.6940 -2.5116
C 1.4820 0.6184 -2.3060
C 0.5758 1.5878 -2.9954
C 0.9816 -0.3940 -1.4501
N -0.3527 -0.5168 -1.2519
C -0.7945 -1.4700 -0.4860
S -2.5380 -1.6906 -0.3263
C -3.2856 -0.4041 -1.3779
C -2.7377 1.0043 -1.2723
O -2.4482 1.5999 -2.2938
N -2.6588 1.5979 -0.0625
C -1.9080 2.8284 0.0577
C -0.5460 2.4924 0.6804
N -0.7308 1.5075 1.7283
C 0.1924 0.6035 2.1438
O -0.1035 -0.3093 2.9032
C 1.5942 0.7699 1.7372
C 2.6410 -0.0184 2.1515
C 3.8074 0.5442 1.5984
C 3.3939 1.6328 0.8908
O 2.0665 1.7804 0.9688
C -2.0610 1.4444 2.2913
C -3.0919 1.0710 1.2128
H -0.0373 -5.0981 -0.1354
H -1.3331 -5.4417 1.0163
H -1.6620 -4.4641 -0.4150
H -1.4577 -3.0322 1.6210
H 0.1635 -3.6731 1.9108
H 2.0494 -2.9304 0.5565
H 3.9480 -1.8667 -0.5967
H 4.7946 -0.0988 -2.1081
H 3.2241 1.4615 -3.1697
H 0.7783 2.6026 -2.6511
H 0.7536 1.5645 -4.0695
H -0.4660 1.3545 -2.8096
H -4.3444 -0.4267 -1.1127
H -3.1655 -0.7123 -2.4169
H -1.7717 3.2474 -0.9397
H -2.4713 3.5365 0.6714
H -0.0710 3.3995 1.0748
H 0.0934 2.0690 -0.0959
H 2.5568 -0.8822 2.7771
H 4.8122 0.1933 1.7106
H 3.9307 2.3534 0.3059
H -2.0469 0.6891 3.0787
H -2.2981 2.4173 2.7354
H -3.1953 -0.0111 1.1616
H -4.0680 1.5024 1.4745
*
```

The HOMO energy is -8.03 eV. The energy above the lowest of the compared OMol25 structures with the same formula, charge and spin is 19.9 kcal per mole. The lowest unoccupied orbital energy comes out at 0.3953 eV. The structure (SMILES) is CCc1cc2cccc(C)c2nc1SCC(=O)N1CCN(C(=O)c2ccco2)CC1.

Density functional theory data (the ωB97M-V functional and the def2-TZVPD basis) for a 13-piece molecular cluster, C34H48Br2F4N8O16 overall.

The geometry in ORCA input format:
```
! wB97M-V def2-TZVPD RIJCOSX def2/J DEFGRID3
* xyz 0 1
C -2.7017 3.9718 -1.6479
N -2.1027 5.2889 -2.0310
O -1.4816 5.8386 -1.1355
O -2.3428 5.7378 -3.1251
H -1.9262 3.2116 -1.5810
H -3.3639 3.7084 -2.4655
H -3.2770 3.9539 -0.7301
C 2.3773 -2.5069 -6.5472
N 1.5869 -1.3571 -5.9590
O 1.4703 -0.3439 -6.5982
O 1.0752 -1.5515 -4.8776
H 1.6135 -3.0214 -7.1250
H 2.6561 -3.0845 -5.6736
H 3.2131 -2.0935 -7.0947
C -1.8543 1.7781 4.8200
N -2.0077 2.2264 3.4223
O -2.4045 3.3716 3.2573
O -1.6320 1.5130 2.5243
H -0.9405 2.0772 5.3295
H -2.0078 0.7030 4.8406
H -2.6282 2.2474 5.4263
C 5.2076 -1.6718 -1.6818
N 5.0172 -1.9845 -3.1259
O 4.8482 -3.1613 -3.4177
O 5.0052 -1.0608 -3.9178
H 4.3298 -1.1447 -1.3195
H 6.0271 -0.9515 -1.7116
H 5.4653 -2.5381 -1.0885
C -5.8965 -0.6437 -0.3214
N -4.5814 -1.2845 0.0260
O -4.3067 -2.3143 -0.5397
O -3.8440 -0.6560 0.7432
H -6.4202 -1.2107 -1.0805
H -5.5579 0.3443 -0.6215
H -6.5370 -0.5898 0.5552
C -5.0837 3.2766 1.2187
N -6.4044 2.7175 0.8531
O -6.8007 1.8544 1.6108
O -7.0114 3.1842 -0.0695
H -4.2374 2.7309 0.8148
H -5.0895 3.3453 2.2995
H -5.0886 4.2847 0.8057
C -3.8471 0.2653 -4.4514
N -4.7068 0.9052 -3.3982
O -5.9130 0.8904 -3.5428
O -4.1013 1.4926 -2.5116
H -4.4889 -0.2637 -5.1505
H -3.2605 -0.5065 -3.9543
H -3.2261 1.0111 -4.9314
C 0.5758 -3.8822 -2.4773
N -0.6406 -3.9731 -3.2998
O -0.6543 -4.7424 -4.2240
O -1.5377 -3.2157 -2.9841
H 1.0790 -4.8442 -2.5398
H 0.3218 -3.7382 -1.4299
H 1.2062 -3.0684 -2.8226
Br 4.2979 4.9327 0.7374
C 5.0016 3.8850 -0.8118
C 4.3100 4.3123 -2.0834
Br 5.1396 3.4136 -3.6019
H 4.8195 2.8405 -0.5819
H 6.0518 4.1502 -0.8287
H 4.3700 5.3979 -2.1688
H 3.2316 4.1605 -2.0454
F -2.2044 -3.8057 4.5434
C -2.0506 -4.0371 3.2354
C -1.9356 -2.9620 2.3772
C -1.7873 -3.1731 1.0119
C -1.7574 -4.4845 0.5079
C -1.8540 -5.5555 1.3784
C -1.9898 -5.3240 2.7391
H -1.8977 -1.9375 2.7283
H -1.6460 -2.3314 0.3516
H -1.6671 -4.5557 -0.5683
H -1.9584 -6.5911 1.0829
H -2.0733 -6.1023 3.4900
F 2.5129 0.1693 -2.4403
C 1.4027 0.4464 -1.7471
C 0.2480 -0.2502 -2.0765
C -0.9455 -0.0082 -1.4499
C -0.9698 0.8761 -0.3582
C 0.2073 1.5560 -0.0592
C 1.4259 1.3532 -0.7101
H 0.3084 -0.9195 -2.9216
H -1.8465 -0.5878 -1.6135
H -1.8642 1.2203 0.1356
H 0.0913 2.3840 0.6334
H 2.3693 1.8708 -0.5909
F 2.5333 -3.5032 1.1039
C 3.1852 -2.4195 1.5834
C 2.9291 -1.1639 1.0691
C 3.6490 -0.0775 1.5469
C 4.7232 -0.2964 2.4075
C 5.0348 -1.5849 2.8301
C 4.2291 -2.6602 2.4793
H 2.1154 -0.9843 0.3771
H 3.5243 0.9103 1.1258
H 5.4093 0.5073 2.6407
H 5.8860 -1.7836 3.4685
H 4.4219 -3.6761 2.7919
F 0.4490 -0.3008 3.6399
C 1.2776 0.4327 4.4347
C 1.3445 0.1294 5.7814
C 1.9510 1.0680 6.6145
C 2.4320 2.2653 6.0931
C 2.3830 2.4924 4.7350
C 1.8085 1.5809 3.8582
H 0.9457 -0.7939 6.1764
H 1.9813 0.8278 7.6697
H 2.8928 2.9711 6.7709
H 2.7368 3.4474 4.3617
H 1.6479 1.7436 2.8029
*
```

The HOMO energy is -8.99 eV. The lowest unoccupied orbital energy comes out at -0.1485 eV.

Density functional theory data (the ωB97M-V functional and the def2-TZVPD basis) for C2ClF3S as an isolated structure.

The geometry in ORCA input format:
```
! wB97M-V def2-TZVPD RIJCOSX def2/J DEFGRID3
* xyz 0 1
C 0.7905 0.3538 -0.1271
C -0.9818 -0.3761 -0.0958
F 0.8732 1.6685 -0.0216
F 1.6954 -0.2640 0.6176
F -1.0587 -1.4705 0.6611
S 0.0751 -0.4350 -1.5529
Cl -2.3360 0.6701 0.0292
*
```

The HOMO energy is -9.28 eV. The energy above the lowest of the compared OMol25 structures with the same formula, charge and spin is 28.5 kcal per mole. The lowest unoccupied orbital energy comes out at 0.3733 eV.

Density functional theory data (the ωB97M-V functional and the def2-TZVPD basis) for an isolated ion of composition C3H8NOS and charge +1.

The geometry in ORCA input format:
```
! wB97M-V def2-TZVPD RIJCOSX def2/J DEFGRID3
* xyz 1 1
C 0.1257 0.8326 0.5958
C -0.7720 1.2589 -0.6367
C 0.8279 -0.4782 0.3394
N 0.2631 -1.7195 0.7647
O 0.9369 -0.5483 -1.2908
S -0.3082 0.0958 -2.0004
H 0.8380 1.7647 0.6387
H -0.2745 0.6827 1.5889
H -1.7950 1.1962 -0.4762
H -0.8026 2.3158 -0.7296
H 1.8652 -0.5764 0.3810
H 0.9171 -2.3051 1.3080
H -1.1940 -0.8772 -1.7725
H -0.6277 -1.6419 1.2898
*
```

The HOMO energy is -14.89 eV. The energy above the lowest of the compared OMol25 structures with the same formula, charge and spin is 43.7 kcal per mole. The lowest unoccupied orbital energy comes out at -4.0571 eV.

Density functional theory data (the ωB97M-V functional and the def2-TZVPD basis) for a 3-piece molecular cluster, C5H13N3O overall.

The geometry in ORCA input format:
```
! wB97M-V def2-TZVPD RIJCOSX def2/J DEFGRID3
* xyz 0 1
C -2.3279 -0.0744 -1.1728
C 2.5253 -1.4639 0.2856
C 2.3009 0.8550 0.7400
C -2.9544 1.1002 -0.4948
N -0.0371 -0.5687 -0.2035
N 2.0264 -0.2008 -0.1981
C -0.2034 0.3526 -1.0554
N -0.4157 -0.6912 1.1164
O 0.1038 1.0870 -1.9222
H -0.8632 -1.5933 1.2255
H -1.0477 0.0469 1.4107
H -2.3296 -0.0616 -2.2588
H -2.5769 -1.0554 -0.7802
H 2.1438 -1.7248 1.2884
H 2.2737 -2.2669 -0.4111
H 1.8052 0.6880 1.7137
H 3.3811 0.9329 0.9523
H 1.9814 1.8226 0.3431
H 3.6259 -1.4410 0.3620
H -2.8494 1.0586 0.5959
H -2.5253 2.0427 -0.8469
H -4.0369 1.1555 -0.6897
*
```

The HOMO energy (alpha / beta) is -7.56 / -7.44 eV. The energy above the lowest of the compared OMol25 structures with the same formula, charge and spin is 163.7 kcal per mole. The lowest unoccupied orbital energy (alpha / beta) comes out at 0.1162 / 0.5778 eV.

Density functional theory data (the ωB97M-V functional and the def2-TZVPD basis) for a 2-piece molecular cluster, C2H10N overall.

The geometry in ORCA input format:
```
! wB97M-V def2-TZVPD RIJCOSX def2/J DEFGRID3
* xyz 1 1
N -2.1958 1.7008 -1.3953
H -1.2651 1.9620 -1.0617
H -2.9954 2.3092 -1.1666
H -2.1391 1.7279 -2.4173
H -2.4476 0.7377 -1.1116
C 1.0419 -1.7375 1.0536
C 1.6948 -0.4096 0.6772
H 1.7744 -2.4893 1.3370
H 0.4853 -2.1318 0.2037
H 0.4318 -1.6089 1.9487
H 2.0050 0.1388 1.5769
H 2.5923 -0.5461 0.0827
H 1.0176 0.3469 0.2726
*
```

The HOMO energy is -14.58 eV. The energy above the lowest of the compared OMol25 structures with the same formula, charge and spin is 10.2 kcal per mole. The lowest unoccupied orbital energy comes out at -4.7453 eV.

Density functional theory data (the ωB97M-V functional and the def2-TZVPD basis) for a 2-piece molecular cluster, C2HBrNO3 overall.

The geometry in ORCA input format:
```
! wB97M-V def2-TZVPD RIJCOSX def2/J DEFGRID3
* xyz -1 1
C -1.6506 -0.0160 -0.0442
C 1.4138 0.0041 0.4295
N 1.3504 -0.3414 -0.6784
O -1.4223 0.1729 -1.1981
O -2.0898 -0.7660 0.7385
O 1.3716 -0.6953 -1.7995
Br -0.6957 1.7714 1.0864
H 1.7227 -0.1296 1.4658
*
```

The HOMO energy is -4.46 eV. The energy above the lowest of the compared OMol25 structures with the same formula, charge and spin is 18.8 kcal per mole. The lowest unoccupied orbital energy comes out at 3.7617 eV.

The calculation returns the following molecular weight values, one per record and in order: 423.54; 1060.60; 148.54; 106.17; 131.18; 48.11; 166.94 g mol⁻¹.
The calculation returns the following E values, one per record and in order: -1679.65254; -8512.95351; -1234.10040; -646.95485; -437.59319; -136.66975; -2931.30459 Eh.